Entry 1:
{"formula": "C34H51BiClFN9O4S", "method": "ωB97M-V/def2-TZVPD", "symbols": ["Bi", "C", "C", "N", "C", "C", "C", "O", "O", "C", "O", "C", "C", "C", "F", "C", "C", "C", "N", "C", "C", "N", "C", "C", "H", "H", "H", "H", "H", "H", "H", "H", "H", "H", "H", "H", "H", "H", "H", "H", "H", "H", "N", "C", "C", "C", "C", "N", "H", "H", "H", "H", "H", "H", "H", "H", "H", "H", "H", "H", "Cl", "N", "C", "C", "C", "C", "C", "C", "H", "H", "H", "H", "H", "H", "H", "N", "C", "N", "C", "N", "C", "C", "C", "S", "O", "C", "C", "C", "H", "H", "H", "H", "H", "H", "H", "H", "H", "H", "H", "H", "H", "H"], "positions_angstrom": [[1.828, -1.372, -0.367], [0.368, 6.517, -1.901], [1.165, 6.030, -0.703], [0.969, 4.605, -0.428], [1.951, 3.721, -0.757], [1.839, 2.376, -0.655], [3.043, 1.515, -0.881], [3.912, 1.845, -1.666], [3.087, 0.478, -0.100], [0.564, 1.811, -0.314], [0.244, 0.634, -0.481], [-0.407, 2.752, 0.243], [-1.516, 2.241, 0.916], [-2.421, 3.110, 1.451], [-3.464, 2.630, 2.170], [-2.283, 4.497, 1.321], [-1.173, 4.999, 0.670], [-0.200, 4.132, 0.154], [-3.224, 5.419, 1.872], [-4.627, 5.057, 1.915], [-5.458, 6.319, 2.020], [-5.046, 7.051, 3.279], [-3.568, 7.372, 3.270], [-2.803, 6.078, 3.095], [0.552, 7.578, -2.067], [-0.704, 6.375, -1.762], [0.664, 5.977, -2.800], [0.934, 6.599, 0.200], [2.231, 6.158, -0.879], [2.872, 4.155, -1.123], [-1.588, 1.169, 1.062], [-1.087, 6.070, 0.554], [-4.868, 4.392, 2.756], [-4.912, 4.535, 1.004], [-6.524, 6.118, 2.100], [-5.264, 7.002, 1.195], [-5.243, 6.447, 4.082], [-5.600, 7.898, 3.405], [-3.338, 7.886, 4.201], [-3.414, 8.038, 2.423], [-2.964, 5.433, 3.977], [-1.740, 6.306, 3.058], [4.338, -1.608, -1.278], [4.992, -2.545, -2.210], [5.135, -3.963, -1.650], [4.072, -4.988, -2.053], [2.698, -4.853, -1.420], [2.012, -3.630, -1.862], [4.359, -0.661, -1.655], [4.887, -1.540, -0.425], [5.983, -2.164, -2.470], [4.424, -2.558, -3.143], [5.204, -3.907, -0.556], [6.098, -4.352, -1.984], [4.447, -5.986, -1.813], [3.959, -4.967, -3.143], [2.794, -4.823, -0.332], [2.105, -5.740, -1.660], [1.001, -3.739, -1.854], [2.279, -3.407, -2.815], [0.184, -1.026, 2.003], [3.439, -3.106, 1.730], [2.525, -3.495, 2.756], [2.429, -2.781, 3.939], [1.506, -3.161, 4.900], [0.677, -4.253, 4.694], [0.781, -4.968, 3.509], [1.700, -4.592, 2.542], [4.155, -2.488, 2.093], [3.883, -3.920, 1.327], [3.060, -1.916, 4.101], [1.433, -2.590, 5.816], [-0.042, -4.545, 5.447], [0.145, -5.827, 3.334], [1.775, -5.153, 1.617], [1.553, -0.741, -2.522], [2.001, -0.747, -3.609], [2.442, -0.710, -4.779], [3.047, -1.707, -5.391], [3.586, -2.559, -5.956], [-2.390, -6.554, -1.611], [-1.567, -5.369, -1.122], [-2.458, -4.160, -0.875], [-1.575, -2.852, -0.037], [-0.371, -2.555, -0.932], [-2.739, -1.498, -0.284], [-2.583, -0.726, -1.593], [-3.259, -1.351, -2.808], [-1.758, -7.421, -1.802], [-2.912, -6.315, -2.540], [-3.140, -6.848, -0.875], [-0.808, -5.108, -1.863], [-1.033, -5.632, -0.205], [-3.267, -4.422, -0.185], [-2.895, -3.779, -1.796], [-2.568, -0.858, 0.581], [-3.729, -1.954, -0.183], [-1.524, -0.584, -1.797], [-2.989, 0.272, -1.409], [-2.714, -2.224, -3.167], [-3.288, -0.642, -3.635], [-4.288, -1.656, -2.597]], "atomic_forces_ev_per_a": [[-0.277, 0.025, 0.251], [-0.031, 0.000, -0.056], [0.095, -0.081, 0.090], [-0.073, -0.095, 0.010], [-0.109, 0.116, -0.024], [-0.119, 0.108, 0.048], [0.156, 0.015, 0.089], [0.035, -0.015, -0.027], [-0.137, -0.124, 0.045], [0.105, -0.077, -0.098], [0.071, -0.330, 0.086], [0.049, 0.047, -0.003], [-0.038, 0.024, -0.004], [0.000, 0.027, 0.128], [-0.001, 0.012, -0.020], [-0.061, -0.065, -0.030], [-0.062, -0.047, -0.049], [0.130, 0.184, -0.058], [0.091, 0.169, -0.023], [-0.009, -0.063, -0.032], [0.004, 0.202, 0.150], [0.060, -0.101, 0.014], [-0.266, 0.062, -0.058], [-0.004, -0.113, 0.094], [0.011, 0.007, 0.007], [0.002, -0.009, 0.012], [0.007, -0.005, 0.005], [-0.022, 0.007, -0.011], [-0.010, 0.055, -0.016], [0.016, -0.034, -0.011], [-0.006, -0.023, -0.028], [-0.014, 0.011, 0.022], [-0.026, -0.001, 0.003], [0.045, -0.010, -0.015], [0.004, -0.058, -0.034], [-0.020, -0.034, -0.029], [-0.007, 0.033, -0.016], [0.034, -0.001, -0.054], [0.052, -0.040, 0.014], [0.059, 0.014, 0.027], [0.027, 0.013, 0.025], [0.005, -0.011, -0.054], [-0.103, -0.076, 0.033], [-0.062, 0.071, -0.050], [-0.026, 0.027, 0.066], [0.010, -0.054, -0.095], [0.013, 0.143, -0.054], [-0.029, 0.011, 0.092], [0.029, -0.010, -0.029], [0.010, 0.008, -0.002], [0.022, -0.016, -0.012], [0.010, -0.019, 0.013], [0.017, -0.010, -0.002], [0.002, -0.017, -0.006], [0.021, 0.010, 0.027], [0.009, -0.006, 0.006], [-0.021, -0.017, 0.004], [0.024, -0.039, -0.040], [0.082, 0.024, 0.012], [-0.014, -0.010, -0.030], [0.206, 0.008, -0.234], [-0.256, 0.141, 0.097], [0.172, -0.083, -0.146], [-0.036, 0.004, 0.030], [-0.017, 0.019, 0.016], [0.036, 0.012, -0.053], [-0.006, 0.017, 0.020], [-0.065, -0.033, 0.030], [0.024, -0.013, 0.008], [0.072, 0.073, -0.078], [0.001, 0.009, -0.006], [-0.008, -0.002, 0.010], [-0.006, -0.004, 0.009], [-0.010, -0.008, 0.005], [-0.004, 0.007, 0.006], [-0.115, 0.100, -0.059], [0.055, -0.405, 0.427], [0.056, 0.567, -0.588], [-0.062, -0.151, 0.163], [0.080, -0.126, -0.039], [0.021, -0.072, -0.047], [-0.022, 0.015, -0.015], [-0.155, -0.146, -0.177], [0.689, 0.120, 0.251], [-0.325, -0.046, 0.043], [-0.121, 0.045, -0.075], [-0.018, -0.001, 0.072], [-0.007, -0.033, -0.041], [0.017, 0.005, -0.002], [0.007, 0.018, 0.000], [0.010, 0.021, 0.021], [-0.015, -0.001, -0.012], [-0.019, 0.011, 0.042], [-0.027, 0.026, -0.018], [0.007, -0.097, -0.044], [0.060, 0.036, 0.004], [-0.031, 0.083, 0.033], [0.085, 0.028, 0.053], [-0.059, -0.010, -0.046], [0.014, 0.013, 0.010], [0.008, 0.017, 0.005], [0.007, 0.019, 0.020]], "e_above_lowest_kcal_mol": 57.79, "total_energy_ha": -3292.63679, "e_homo_ev": -9.5502, "total_charge": 1, "max_force_ha_per_bohr": 0.016}


Entry 2:
{"formula": "C34H51FN4O2", "method": "ωB97M-V/def2-TZVPD", "symbols": ["C", "C", "C", "C", "C", "C", "C", "C", "C", "N", "C", "C", "C", "C", "O", "C", "C", "C", "C", "N", "C", "C", "F", "C", "C", "C", "O", "H", "H", "H", "H", "H", "H", "H", "H", "H", "H", "H", "H", "H", "H", "H", "H", "H", "H", "H", "H", "H", "C", "C", "N", "C", "C", "C", "C", "H", "H", "H", "H", "H", "H", "H", "H", "H", "H", "H", "H", "H", "H", "H", "C", "C", "N", "C", "C", "C", "C", "H", "H", "H", "H", "H", "H", "H", "H", "H", "H", "H", "H", "H", "H", "H"], "positions_angstrom": [[-0.479, -4.632, -0.511], [-2.030, -4.203, -0.376], [-2.033, -2.725, 0.282], [-2.815, -4.254, -1.815], [-2.568, -2.827, -2.495], [-3.630, -1.701, -2.629], [-3.336, -0.288, -3.263], [-4.418, 0.889, -3.365], [-3.940, 2.238, -2.596], [-4.433, 2.539, -1.414], [-1.890, -0.048, -3.779], [-0.816, -1.199, -3.667], [-1.107, -2.581, -3.047], [0.670, -0.857, -4.207], [1.335, -1.676, -4.886], [1.175, 0.631, -3.826], [2.651, 0.897, -3.340], [3.614, -0.374, -3.272], [5.136, -0.030, -2.900], [5.567, -0.418, -1.709], [3.025, 2.348, -2.953], [1.946, 3.489, -3.045], [2.270, 4.825, -2.649], [0.480, 3.241, -3.540], [0.102, 1.781, -3.931], [-1.379, 1.345, -4.414], [-2.081, 2.031, -5.205], [0.225, -3.746, -0.733], [-0.297, -5.488, -1.247], [-0.163, -5.014, 0.533], [-2.509, -4.936, 0.360], [-1.693, -2.853, 1.383], [-1.297, -2.002, -0.206], [-3.081, -2.269, 0.301], [-3.908, -4.490, -1.593], [-2.315, -5.115, -2.397], [-4.684, -1.897, -2.237], [-4.669, 1.072, -4.463], [-5.368, 0.552, -2.811], [-3.148, 2.887, -3.111], [-3.942, 3.415, -1.142], [-0.295, -3.394, -2.982], [3.212, -1.053, -2.432], [3.644, -0.912, -4.288], [5.827, 0.493, -3.663], [6.566, -0.149, -1.649], [4.073, 2.584, -2.568], [-0.303, 4.073, -3.594], [0.220, -2.684, 5.024], [1.520, -3.187, 4.403], [1.565, -3.055, 2.951], [2.667, -3.794, 2.338], [4.090, -3.356, 2.678], [1.338, -1.716, 2.418], [2.268, -0.597, 2.884], [-0.648, -3.168, 4.567], [0.208, -2.912, 6.093], [0.111, -1.602, 4.920], [1.606, -4.248, 4.663], [2.363, -2.677, 4.886], [2.547, -3.784, 1.248], [2.563, -4.848, 2.618], [4.361, -2.429, 2.173], [4.799, -4.119, 2.343], [4.240, -3.226, 3.754], [0.311, -1.422, 2.658], [1.355, -1.752, 1.323], [2.435, -0.611, 3.964], [1.825, 0.374, 2.638], [3.235, -0.638, 2.382], [0.637, 3.181, 3.777], [0.318, 3.823, 2.431], [-0.765, 3.163, 1.709], [-0.872, 3.586, 0.315], [-1.235, 5.045, 0.044], [-2.032, 3.037, 2.422], [-2.697, 4.318, 2.926], [0.845, 2.113, 3.666], [1.524, 3.652, 4.211], [-0.180, 3.305, 4.492], [1.231, 3.762, 1.827], [0.114, 4.889, 2.586], [-1.592, 2.943, -0.205], [0.087, 3.381, -0.174], [-2.289, 5.245, 0.241], [-1.060, 5.278, -1.011], [-0.632, 5.742, 0.633], [-1.876, 2.378, 3.283], [-2.748, 2.492, 1.797], [-1.991, 4.994, 3.412], [-3.465, 4.066, 3.663], [-3.197, 4.857, 2.120]], "atomic_forces_ev_per_a": [[0.035, -0.211, 1.037], [0.888, 0.699, -0.219], [-0.141, -0.734, 1.061], [0.900, 0.853, 1.051], [0.961, 2.243, -2.041], [2.830, 0.481, -0.936], [3.030, -2.023, -0.026], [0.032, -0.266, 1.075], [-0.619, -0.543, 0.910], [1.719, -0.164, -3.026], [-0.259, -2.468, 1.216], [-1.721, -0.377, 0.984], [-2.842, 3.156, -0.532], [0.245, -0.752, -0.823], [-2.066, 2.753, 2.564], [0.273, 2.374, 0.644], [-2.858, 2.322, -0.767], [0.866, 0.840, 0.259], [-0.253, -0.878, 2.071], [-0.418, 1.409, -3.439], [-3.185, -0.467, -0.858], [-1.243, -2.404, -0.776], [-0.569, -3.289, -0.921], [2.594, -2.878, 0.228], [2.990, 0.095, 1.060], [-1.089, 0.569, -0.836], [2.607, -2.263, 3.029], [-1.225, -1.338, 0.121], [-0.313, 1.227, 0.897], [-0.339, 0.586, -1.636], [0.466, 1.019, -1.153], [-0.520, 0.268, -1.727], [-1.117, -1.069, 0.444], [1.441, -0.557, -0.104], [1.395, 0.523, -0.637], [-1.039, 1.509, 0.566], [1.677, 0.309, -0.599], [0.495, -0.066, 1.531], [1.423, 0.460, -0.877], [-1.193, -1.010, 0.658], [-0.518, -0.544, 0.092], [-1.502, 1.556, -0.210], [0.725, 0.908, -1.459], [-0.414, 0.801, 1.612], [-1.280, -0.775, 1.052], [-0.523, -0.223, 0.127], [-1.763, -0.270, -0.609], [1.477, -1.322, 0.094], [0.007, 0.118, -0.042], [-0.201, 0.067, -0.042], [0.027, -0.262, -0.322], [-0.103, -0.198, 0.043], [0.274, 0.017, -0.033], [-0.326, 0.106, 0.155], [0.136, 0.256, -0.128], [0.087, 0.054, -0.035], [0.039, 0.017, -0.078], [-0.036, -0.071, -0.006], [0.157, 0.046, -0.244], [0.073, 0.026, 0.144], [-0.126, 0.164, 0.094], [-0.110, 0.089, 0.121], [0.000, 0.003, 0.083], [-0.057, 0.035, 0.018], [-0.051, 0.003, -0.104], [0.051, -0.095, 0.080], [0.101, -0.235, 0.092], [-0.014, -0.047, -0.026], [0.014, -0.096, -0.012], [0.003, -0.007, 0.133], [-0.122, 0.016, 0.053], [-0.032, -0.170, 0.116], [-0.051, -0.155, -0.347], [0.213, -0.137, -0.044], [-0.081, 0.182, -0.165], [0.079, -0.193, 0.282], [-0.267, 0.103, 0.045], [-0.090, 0.092, -0.011], [-0.070, -0.005, -0.053], [0.056, -0.047, -0.031], [-0.225, 0.017, -0.188], [0.069, 0.143, 0.058], [-0.014, -0.055, 0.224], [0.038, -0.011, 0.161], [0.040, 0.066, 0.074], [0.026, -0.011, 0.045], [-0.080, -0.082, -0.046], [0.130, 0.068, -0.051], [0.217, 0.080, -0.158], [0.011, -0.036, -0.043], [0.060, 0.006, -0.051], [0.089, 0.071, 0.073]], "smiles": "[H]/N=C/Cc1cc(F)cc2c1C(=O)c1cc(CC(C)C)cc(C/C=N/[H])c1C2=O.CCN(CC)CC.CCN(CC)CC", "total_energy_ha": -1795.08185, "e_homo_ev": -8.0885, "total_charge": 0, "max_force_ha_per_bohr": 0.089}


Number 1: Kohn-Sham gap 6.3 eV. Number 2: Kohn-Sham gap 6.8 eV.